Entry 1:
A gas-phase ion, CH3IN5 (charge +1) in a non-equilibrium geometry, computed with ωB97M-V with the def2-TZVPD basis set.

Summary:
HOMO energy (alpha / beta) ... -13.64 / -13.64 eV
Orbital gap (alpha / beta) ... 0.267 / 0.267 Ha
Charge ... +1
2S+1 ... 1
Molar mass ... 211.974 g/mol
Energy relative to the best compared isomer or geometry (same formula, charge and spin) ... 70.1 kJ/mol
Lowest unoccupied orbital energy (alpha / beta) ... -0.23444 / -0.23449 hartree
SMILES string ... [NH2+]=N/N=C\N=N/I

Last column: Mulliken charge in e.
Atoms and positions in Å:
C (-1.256, 0.409, 0.959)  0.094
N (0.034, 0.620, 0.766)  -0.123
N (-1.862, -0.488, 0.251)  0.291
N (0.862, -0.157, 0.257)  0.136
N (-1.752, -1.283, -0.626)  -0.367
N (1.992, 0.239, -0.179)  -0.335
I (-1.153, -1.028, -2.533)  0.373
H (-1.779, 0.951, 1.730)  0.381
H (2.258, 1.224, -0.205)  0.270
H (2.656, -0.488, -0.418)  0.281

---

Entry 2:
A gas-phase ion, CH3O2Si (charge -1) in a non-equilibrium geometry, computed with ωB97M-V with the def2-TZVPD basis set.

Summary:
HOMO energy (alpha / beta) ... -0.50 / -5.34 eV
Orbital gap (alpha / beta) ... 0.185 / 0.285 Ha
Charge ... -1
2S+1 ... 3
Molar mass ... 75.119 g/mol
<S²> ... 2.005
Energy relative to the best compared isomer or geometry (same formula, charge and spin) ... 0.0 kJ/mol
Lowest unoccupied orbital energy (alpha / beta) ... 0.16631 / 0.08835 hartree

Last column: Mulliken charge in e.
Atoms and positions in Å:
C (-1.435, 0.029, 0.161)  0.400
O (-1.959, -1.095, -0.014)  -0.592
O (-1.884, 1.145, 0.072)  -0.554
Si (0.859, 0.094, 0.145)  0.025
H (1.787, 1.298, -0.245)  -0.111
H (1.894, -0.772, 1.068)  -0.100
H (0.739, -0.699, -1.186)  -0.067

---

In eV, the calculated total energy values for the records above are, in order, -16624.6853, -13055.1869.